Record 1
{"formula": "C5H6O", "method": "ωB97M-V with the def2-TZVPD basis set", "de_lowest_kcal_mol": 124.47, "max_force_ev_per_a": 3.06, "lumo_ha": 0.025, "charge": 0, "species": ["C", "C", "C", "C", "C", "O", "H", "H", "H", "H", "H", "H"], "coordinates": [[-2.56931, 0.03651, 0.06886], [-1.24364, -0.20631, -0.32998], [-0.08572, -0.05245, -0.70969], [1.16867, 0.47130, -0.22819], [2.24670, -0.47457, 0.07626], [2.32245, 0.36571, -1.05349], [-3.21953, -0.67648, 0.55442], [-1.65200, 0.05399, 0.97926], [-3.11345, 0.85529, -0.45663], [1.13459, 1.40619, 0.34174], [2.08031, -1.53032, -0.13454], [2.93093, -0.24885, 0.89198]], "atomic_forces_ev_per_a": [[0.78, 0.11, 1.45], [0.67, -0.74, -2.14], [-0.23, 0.11, 0.37], [0.12, -0.04, -0.02], [0.20, -0.23, 0.26], [0.29, 0.09, -0.24], [0.10, -0.62, -0.53], [-2.61, 1.60, 0.06], [0.73, -0.18, 1.04], [-0.07, -0.24, -0.17], [0.05, 0.16, 0.03], [-0.02, -0.02, -0.12]]}

***

Record 2
{"formula": "C4H10N3", "method": "ωB97M-V with the def2-TZVPD basis set", "de_lowest_kcal_mol": 45.62, "max_force_ev_per_a": 4.01, "smiles": "[H]/N=C/C(N)=[NH+]/CC", "lumo_ha": -0.159, "charge": 1, "species": ["H", "N", "C", "C", "N", "N", "C", "C", "H", "H", "H", "H", "H", "H", "H", "H", "H"], "coordinates": [[-2.23302, -2.21979, 2.50678], [-1.45204, -1.74674, 2.04731], [-1.70781, -0.52698, 1.91919], [-0.64186, 0.35579, 0.98743], [-0.86529, 1.64969, 0.87345], [0.29479, -0.28937, 0.37295], [1.28995, 0.14960, -0.55272], [0.97931, -0.45237, -1.95371], [-2.48714, 0.20328, 2.38927], [-1.28495, 2.16161, 1.67125], [-0.60117, 2.23152, 0.11866], [0.11544, -1.23342, 0.67605], [1.14256, 1.26430, -0.47334], [2.28078, -0.27031, -0.46945], [1.02086, -1.49352, -1.89185], [-0.03596, -0.17107, -2.02945], [1.61637, 0.08217, -2.55291]], "atomic_forces_ev_per_a": [[0.37, -0.24, 0.35], [-0.94, 0.87, -0.56], [1.53, 2.80, -0.38], [-1.12, -0.46, 1.07], [-1.19, 0.84, 1.90], [-1.36, -1.36, 1.83], [-0.50, 0.55, -1.30], [-1.79, 1.80, 3.11], [0.95, -1.76, -0.88], [0.08, -0.70, -1.01], [0.66, 0.33, -0.68], [0.93, -1.30, -0.55], [1.25, -1.07, -0.70], [0.41, 0.56, 1.74], [0.61, -1.58, -0.34], [-1.24, 0.18, -1.36], [1.35, 0.54, -2.25]]}

***

Record 3
{"formula": "C5H10O", "method": "ωB97M-V with the def2-TZVPD basis set", "de_lowest_kcal_mol": 190.87, "max_force_ev_per_a": 4.94, "lumo_ha": 0.029, "charge": 0, "species": ["C", "C", "C", "C", "C", "H", "H", "H", "H", "H", "H", "H", "H", "H", "H", "O"], "coordinates": [[-2.08034, 0.30251, -0.16939], [-1.11518, -0.90716, 0.31623], [0.12910, -0.28440, -0.26972], [0.99609, 0.88815, 0.18650], [2.13432, -0.08194, -0.11959], [-1.52426, 0.93360, 1.01091], [-3.29559, -0.04385, -0.32322], [-1.61432, 1.06493, -1.46047], [-1.36566, -1.84662, -0.37237], [-1.22385, -0.95575, 1.52571], [-0.12643, -0.43332, -1.31825], [1.16032, 1.87838, -0.24804], [1.13727, 0.79893, 1.53369], [2.82526, -0.39165, 0.86000], [2.75120, 0.24441, -1.00524], [1.21208, -1.16623, -0.14675]], "atomic_forces_ev_per_a": [[0.23, 1.13, 1.31], [-2.34, 0.97, -1.10], [-0.27, -2.27, -0.69], [1.51, -0.62, 4.43], [2.50, -0.82, 3.01], [-3.05, -0.33, -3.87], [3.59, 1.64, 0.89], [-1.46, -2.41, 4.06], [0.77, 1.49, 2.19], [0.43, -0.51, -3.16], [0.12, 1.50, -0.53], [-0.99, -0.12, 0.34], [-1.36, 1.08, -4.06], [-0.97, 1.40, -2.87], [-0.61, -1.11, 0.43], [1.89, -1.01, -0.38]]}

***

Record 4
{"formula": "CH3N2O2S", "method": "ωB97M-V with the def2-TZVPD basis set", "de_lowest_kcal_mol": 69.41, "max_force_ev_per_a": 6.02, "smiles": "[H]/N=C\\N=[S@@H](=O)[O-]", "lumo_ha": 0.155, "charge": -1, "species": ["H", "N", "C", "N", "S", "O", "O", "H", "H"], "coordinates": [[-1.41242, 0.31180, -1.01406], [-0.54609, 0.65017, -1.26920], [0.30810, 0.78633, -0.21461], [0.80662, 0.59702, 1.39330], [-0.25655, -0.39759, 1.93162], [-0.23106, -0.50292, 3.37827], [-1.58820, -0.33633, 1.33296], [1.15435, 1.28755, -0.50987], [0.39143, -1.54347, 1.33417]], "atomic_forces_ev_per_a": [[-2.33, -1.41, 1.07], [4.52, 1.25, 3.78], [-1.09, -0.40, -0.31], [-2.40, 1.44, -4.35], [-0.11, -2.01, -0.49], [0.29, -0.19, -0.26], [0.35, -0.09, 0.30], [2.08, 1.04, -0.90], [-1.30, 0.38, 1.14]]}